No. 1
A 4-piece molecular cluster, C35H63F9NO14P3S2 overall, computed with ωB97M-V/def2-TZVPD.

Geometry as XYZ:
```
127
Properties=species:S:1:pos:R:3:forces:R:3:mulliken_charge:R:1
C 1.93014 -0.01518 -1.74895 0.400 0.551 0.290 -0.75
C 3.03692 0.92499 -2.33676 -0.166 -1.138 -0.683 -0.48
C 2.84631 1.22487 -3.86028 0.483 1.024 0.645 -0.80
C 2.43221 2.71088 -4.13221 -0.106 -0.816 -1.039 -1.01
C 0.89262 2.88708 -4.26461 0.347 -0.128 0.759 -0.40
C 0.21273 3.67131 -3.14192 -0.042 -0.022 -0.524 0.88
C 0.84384 4.15163 -1.98565 -0.150 0.130 0.180 -0.51
C 0.13931 4.86055 -1.00415 -0.075 -0.253 -0.432 -0.95
C -1.23474 5.07518 -1.13971 -0.896 0.142 0.649 0.06
S -2.15552 5.97786 0.12540 0.267 0.196 0.138 -0.22
C -1.90250 4.61799 -2.27242 1.074 -0.008 -0.032 -0.37
C -1.14729 3.94208 -3.25153 -1.838 0.602 0.209 0.70
C -2.14468 3.62055 -4.36702 2.377 0.105 0.716 0.23
O -1.81992 3.18615 -5.44554 -1.172 -0.114 0.188 -0.60
N -3.40231 3.97768 -3.89159 -1.128 -0.634 -0.404 0.26
C -4.56891 3.14490 -4.21313 -0.463 0.928 -0.434 -0.99
C -4.84561 2.11796 -3.07586 0.337 0.419 -0.784 -1.01
C -5.38145 0.75332 -3.58254 -0.663 1.491 1.450 1.02
F -6.52054 0.52560 -2.83739 0.364 -0.384 -0.189 -0.37
F -5.80752 0.79393 -4.86146 0.544 -0.366 0.085 -0.29
C -4.45520 -0.46251 -3.25945 -1.076 -1.048 0.100 0.44
F -3.90422 -0.35439 -2.04642 -0.147 0.513 -0.294 -0.25
F -5.24166 -1.55922 -3.19309 0.225 0.254 -0.490 -0.28
S -3.10328 -0.84514 -4.50924 2.526 -0.756 0.486 1.35
F -3.05598 0.65366 -5.04778 -0.638 -0.434 -0.079 -0.26
F -1.96295 -0.42242 -3.43648 -0.426 0.088 -0.463 -0.36
F -2.98407 -2.33507 -3.91512 -0.424 0.477 -0.419 -0.34
F -4.14234 -1.31883 -5.60248 -0.007 0.458 0.428 -0.29
F -1.92766 -1.20468 -5.52252 -0.504 0.150 0.183 -0.31
C -3.37668 4.70476 -2.69162 1.698 -0.090 0.452 0.15
O -4.29372 5.24581 -2.13334 0.093 -0.670 -0.548 -0.57
H 2.39250 -0.91160 -1.30733 -0.249 0.277 -0.127 0.23
H 1.22475 -0.33834 -2.52814 0.121 0.139 0.328 0.15
H 1.39287 0.51081 -0.94319 -0.067 -0.332 -0.326 0.18
H 3.13420 1.86257 -1.77266 -0.056 -0.319 -0.097 0.28
H 3.98584 0.37265 -2.24832 -0.195 0.407 0.168 0.42
H 2.11481 0.53194 -4.30416 0.310 0.227 0.055 0.42
H 3.81717 1.08303 -4.36402 -0.392 -0.148 0.131 0.38
H 2.88508 2.96446 -5.10618 -0.227 0.152 0.353 0.33
H 2.90928 3.36615 -3.39382 -0.215 -0.124 -0.210 0.55
H 0.59214 3.30879 -5.23375 0.196 -0.021 0.373 0.56
H 0.45837 1.87003 -4.25090 -0.034 0.437 -0.071 0.20
H 1.90663 3.98220 -1.82197 -0.282 0.022 -0.095 0.17
H 0.65872 5.24977 -0.12717 -0.210 -0.174 -0.233 0.46
H -2.58165 4.98445 0.94214 0.286 -0.026 -0.478 0.16
H -5.42084 3.83344 -4.33197 0.150 -0.450 0.064 0.42
H -4.39407 2.70793 -5.20225 0.055 -0.056 0.394 0.50
H -3.93071 2.00449 -2.47718 -0.256 -0.251 -0.226 0.46
H -5.60032 2.56029 -2.41196 0.165 -0.406 -0.166 0.44
C 0.96608 -2.39997 2.74388 0.006 -0.042 -0.076 -1.00
C 1.99323 -1.28043 2.76905 -0.212 0.046 -0.027 -0.27
O 3.20923 -1.69200 3.37422 -0.449 -0.108 -0.372 -0.30
P 4.15170 -2.81698 2.59501 1.914 5.496 7.068 1.17
O 4.57651 -1.85949 1.50864 -1.086 -3.292 -2.803 -0.77
O 5.54487 -2.72002 3.47547 -0.030 -1.030 -0.541 -0.33
C 6.81244 -2.68363 2.81376 0.159 0.414 0.007 -0.35
C 7.36043 -1.26992 2.81413 0.091 0.161 0.138 -1.13
O 3.56519 -3.95257 3.65836 -0.466 -1.356 -3.371 -0.45
C 3.83584 -3.97428 5.07027 0.203 -0.552 0.904 0.16
C 3.12712 -2.91537 5.88654 0.080 0.472 -0.203 -1.01
H 1.29934 -3.22503 2.10654 -0.057 0.018 -0.027 0.29
H 0.01192 -2.03561 2.35953 0.029 -0.001 -0.041 0.42
H 0.80769 -2.80883 3.74107 -0.010 0.036 -0.005 0.17
H 2.18465 -0.91140 1.75689 0.020 0.022 0.006 0.24
H 1.60856 -0.44678 3.35870 0.140 0.008 0.056 0.30
H 6.73724 -3.08208 1.80169 -0.081 0.123 -0.026 0.38
H 7.48919 -3.34133 3.36505 -0.126 -0.043 0.070 0.35
H 6.60501 -0.54503 2.51233 -0.047 -0.151 -0.173 0.31
H 8.21773 -1.18201 2.14445 0.010 -0.022 0.024 0.38
H 7.67941 -0.98695 3.81944 0.025 -0.046 -0.012 0.21
H 4.90499 -3.96755 5.26939 0.020 0.171 -0.227 -0.02
H 3.47931 -4.95246 5.40424 -0.109 -0.020 -0.328 0.32
H 3.57451 -1.93298 5.74448 -0.046 -0.022 -0.019 0.26
H 3.20455 -3.15558 6.94880 0.063 -0.217 -0.063 0.44
H 2.07280 -2.84681 5.61962 0.007 -0.056 0.048 0.21
C 6.79793 -6.93192 10.67718 -0.023 -0.019 -0.131 -0.91
C 7.31474 -5.50465 10.63781 -0.184 -0.056 0.285 -0.32
O 8.26879 -5.30530 9.59626 -0.527 -0.398 -0.423 -0.28
P 7.75862 -5.37429 8.03786 6.797 3.034 1.601 1.25
O 6.90486 -4.14436 7.95879 -2.655 -2.772 -0.877 -0.79
O 9.07053 -4.77382 7.23495 -0.399 -0.552 -0.142 -0.41
C 8.88449 -3.81994 6.18521 0.069 0.373 0.089 0.25
C 9.23079 -2.42727 6.67373 0.179 0.123 0.074 -1.08
O 8.28862 -6.91504 7.79860 -3.300 0.417 -0.328 -0.43
C 9.66769 -7.30590 7.76542 0.799 -0.710 -0.318 -0.17
C 10.36714 -7.31511 9.10754 -0.080 0.476 0.227 -0.93
H 6.23125 -7.16997 9.77191 -0.041 -0.005 0.056 0.29
H 6.14359 -7.07796 11.53781 -0.012 0.039 -0.027 0.40
H 7.61979 -7.64463 10.73831 0.006 0.027 0.046 0.15
H 6.48739 -4.79893 10.52415 0.044 0.028 -0.044 0.27
H 7.82087 -5.27274 11.57540 0.114 0.068 -0.112 0.31
H 7.86654 -3.86544 5.79699 -0.027 0.067 0.125 -0.21
H 9.55123 -4.09684 5.36450 0.046 -0.150 0.104 0.38
H 8.77989 -2.21682 7.64317 -0.208 -0.086 -0.098 0.30
H 8.90018 -1.66910 5.96163 0.017 -0.018 -0.014 0.20
H 10.31032 -2.32841 6.80416 -0.008 -0.012 -0.056 0.34
H 10.22768 -6.72513 7.03654 -0.212 0.254 0.070 0.24
H 9.65733 -8.32934 7.38184 -0.336 0.045 0.031 0.34
H 10.58415 -6.30509 9.45328 -0.065 -0.015 0.016 0.27
H 11.32038 -7.84063 9.02488 -0.080 -0.087 -0.155 0.41
H 9.76178 -7.80826 9.86769 0.027 -0.062 -0.043 0.15
C -9.79877 1.00795 -6.90120 0.009 0.042 0.134 -0.89
C -9.29095 2.26526 -7.58441 0.096 -0.280 -0.165 -0.31
O -9.89912 3.44611 -7.06274 0.184 -0.407 0.676 -0.29
P -9.54596 3.89787 -5.52540 -3.392 5.000 -4.806 1.34
O -8.10483 4.28893 -5.66543 0.368 -2.884 2.714 -0.78
O -10.17623 5.42221 -5.49627 -0.018 -0.497 0.496 -0.45
C -9.42906 6.49156 -4.90518 0.160 0.229 -0.232 -0.31
C -8.80569 7.35813 -5.98149 -0.073 0.133 -0.182 -1.17
O -10.93311 3.28230 -4.88730 2.831 -1.371 1.186 -0.45
C -12.24671 3.79531 -5.14727 -1.067 0.132 0.295 -0.18
C -12.79413 3.49601 -6.52611 0.365 0.158 -0.358 -0.92
H -9.51075 0.99034 -5.84557 0.034 -0.058 -0.033 0.24
H -9.38772 0.11907 -7.38192 0.037 0.032 0.014 0.41
H -10.88638 0.95393 -6.93840 0.012 -0.002 -0.053 0.17
H -8.20331 2.33750 -7.49702 -0.016 0.063 0.013 0.25
H -9.53581 2.22944 -8.64638 -0.043 0.165 0.033 0.31
H -8.67501 6.10547 -4.21979 0.046 -0.042 -0.114 0.32
H -10.12571 7.08650 -4.31006 -0.113 -0.113 -0.046 0.35
H -8.31651 6.75825 -6.74865 0.098 -0.120 0.181 0.28
H -8.07335 8.04535 -5.55468 -0.028 0.003 0.018 0.36
H -9.57385 7.94582 -6.48811 -0.001 0.015 0.051 0.34
H -12.30973 4.85742 -4.92356 0.327 0.019 -0.092 0.24
H -12.88825 3.30082 -4.41341 0.290 -0.172 0.064 0.34
H -12.32067 4.11403 -7.28810 0.041 -0.054 0.014 0.26
H -13.86413 3.71049 -6.55437 0.007 -0.024 0.194 0.42
H -12.64051 2.45162 -6.79655 -0.061 -0.005 0.053 0.15
```
Positions in Å, forces in eV/Å.

Output
SMILES: CCCCCc1ccc(S)c2c1C(=O)N(CCC(F)(F)C(F)(F)S(F)(F)(F)(F)F)C2=O.CCOP(=O)(OCC)OCC.CCOP(=O)(OCC)OCC.CCOP(=O)(OCC)OCC
F_max: 9.156 eV Å⁻¹
HOMO-LUMO gap: 7.774 eV
E: -141464.3661 eV

=====

No. 2
A 10-piece molecular cluster, C35H64Cl2O27 overall, computed with ωB97M-V/def2-TZVPD.

Geometry as XYZ:
```
128
Properties=species:S:1:pos:R:3:forces:R:3:mulliken_charge:R:1
C 2.84014 -3.57039 -0.39032 0.209 -0.023 -0.036 -0.23
C 2.73649 -4.95162 -0.98360 0.649 -0.632 0.642 -0.82
O 2.20145 -4.95690 -2.29647 -0.858 0.279 -0.222 -0.25
C 3.00783 -4.98016 -3.34914 0.900 -0.262 0.321 0.78
O 4.17467 -5.27973 -3.34270 0.102 0.170 0.038 -0.61
O 2.30978 -4.62873 -4.41271 -0.729 0.202 -0.137 -0.29
C 2.96976 -4.41658 -5.64680 -0.144 0.250 -0.848 -0.78
H 3.26898 -3.67576 0.60935 -0.133 0.043 0.079 0.39
H 1.85410 -3.11253 -0.32084 0.117 0.219 -0.076 -0.15
H 3.54406 -2.94975 -0.94711 -0.214 0.128 -0.110 0.30
H 2.07172 -5.55532 -0.36316 -0.184 -0.034 -0.256 0.25
H 3.70692 -5.45291 -0.96284 -0.010 0.062 -0.236 0.44
H 4.03430 -4.22305 -5.55106 0.016 -0.141 0.224 0.41
H 2.47490 -3.56488 -6.11466 0.085 0.190 0.230 0.26
H 2.79117 -5.22845 -6.35149 0.165 -0.375 0.348 0.29
C -0.37717 3.43159 3.88444 0.649 -0.434 0.867 -1.07
C -0.27487 4.13144 2.52709 -1.648 -0.392 1.311 0.43
O 0.52530 5.29475 2.59955 1.575 -0.477 -1.091 -0.36
C 0.19738 6.35779 3.29076 -1.202 -0.169 0.059 0.76
O -0.87793 6.55439 3.79642 -0.073 0.151 0.269 -0.57
O 1.22761 7.19070 3.29811 0.351 0.082 0.125 -0.35
C 0.98060 8.45361 3.90839 -0.143 0.859 -1.234 -0.69
H 0.13917 2.46906 3.87410 -0.128 -0.061 -0.093 0.28
H -1.37117 3.28330 4.30561 -0.225 0.056 -0.555 0.24
H 0.13462 3.97834 4.68077 0.133 0.263 -0.265 0.37
H -1.29484 4.35108 2.20816 0.154 0.366 -0.284 0.28
H 0.15697 3.43946 1.81528 0.383 0.463 -0.219 -0.51
H 0.62528 8.37497 4.92945 0.289 -0.007 0.106 0.29
H 0.26348 9.02628 3.30948 -0.437 -0.396 0.230 0.32
H 1.88327 9.03359 3.72057 0.290 -0.299 0.801 0.26
C -4.02805 -2.94941 5.63344 -0.691 -0.543 -0.360 -0.78
C -3.18252 -4.12222 5.17419 0.300 0.012 -0.961 -0.33
O -1.80998 -3.71439 4.97914 0.000 0.416 1.083 -0.34
C -1.25296 -3.83078 3.79104 0.400 -1.207 -0.585 0.88
O -1.79577 -4.17368 2.76524 -0.206 0.323 -0.051 -0.61
O 0.05726 -3.65784 3.92764 0.028 0.300 0.198 -0.37
C 0.93089 -4.14923 2.89644 -0.517 -0.628 0.252 -0.51
H -4.02195 -2.91409 6.71961 0.183 0.562 -0.016 0.39
H -5.06848 -3.11527 5.33824 -0.007 -0.221 0.103 0.34
H -3.77200 -2.01315 5.14229 0.425 0.026 0.289 -0.02
H -3.45690 -4.57598 4.22117 -0.521 0.222 0.085 0.31
H -3.19452 -4.90997 5.92427 0.258 0.019 0.068 0.31
H 0.61659 -5.13686 2.55175 -0.267 0.053 0.079 0.40
H 1.85865 -4.30030 3.43912 0.320 0.424 -0.415 0.34
H 0.95195 -3.49506 2.03065 0.300 0.244 0.174 -0.02
C -0.73324 4.73504 -5.11909 0.817 -0.244 0.367 -0.90
C 0.39230 4.02674 -5.87814 -0.638 0.492 -0.930 -0.38
O 1.42403 3.72043 -4.94906 -0.533 -0.044 0.632 -0.17
C 2.60208 3.30351 -5.39569 0.116 0.312 0.072 0.75
O 2.90384 3.07324 -6.52933 -0.256 -0.149 -0.449 -0.59
O 3.48213 3.19524 -4.41473 0.949 -0.027 -0.055 -0.39
C 3.20306 3.48533 -3.05708 0.194 -0.097 0.870 -0.21
H -1.73317 4.59863 -5.52106 0.124 -0.068 -0.340 0.36
H -0.48627 5.79464 -5.08576 -0.260 0.057 0.259 0.29
H -0.72891 4.32325 -4.10773 -0.154 0.190 0.071 0.14
H 0.80945 4.69699 -6.63135 0.021 -0.113 -0.088 0.31
H 0.02987 3.14605 -6.40914 0.232 -0.252 0.246 0.33
H 2.91310 2.55260 -2.57633 -0.455 0.214 0.104 -0.17
H 2.49975 4.30026 -2.90195 -0.314 -0.295 -0.225 0.34
H 4.11950 3.79160 -2.55066 0.260 -0.047 -0.504 0.28
C -2.94780 0.82214 -2.18065 -0.090 -0.093 0.530 0.43
C -4.05919 1.47109 -2.98382 0.965 0.784 0.523 -0.79
O -4.73640 0.53708 -3.80529 -0.223 0.239 -0.525 -0.34
C -5.64599 -0.23598 -3.24547 -0.052 0.171 0.424 0.86
O -5.96153 -0.26622 -2.08562 0.043 0.054 0.508 -0.58
O -6.17725 -0.98953 -4.18875 -0.120 -0.377 -0.365 -0.36
C -7.06463 -2.00843 -3.76383 -0.841 -0.766 -0.680 -0.66
H -2.48573 1.58882 -1.55910 0.104 -0.002 -0.090 0.17
H -2.18096 0.30311 -2.75537 -0.080 0.291 -0.376 0.21
H -3.34210 0.08012 -1.48296 -0.262 0.116 -0.042 -0.43
H -3.67154 2.24754 -3.64711 0.201 -0.432 -0.346 0.33
H -4.69808 2.07057 -2.32952 -0.500 -0.691 0.109 0.36
H -8.09615 -1.68190 -3.61888 0.197 0.566 0.190 0.31
H -6.76649 -2.56012 -2.87638 0.402 0.239 0.031 0.26
H -7.12242 -2.67984 -4.62072 0.203 -0.141 0.139 0.27
C 4.15254 -0.29683 2.03051 -0.147 0.394 -0.070 -0.54
C 4.01098 -0.85453 3.43884 0.381 0.150 -0.884 -0.19
O 4.56499 0.01791 4.42972 0.553 -0.216 0.207 -0.35
C 3.77525 0.91922 4.97263 -0.847 0.865 0.462 0.75
O 2.62305 1.14787 4.69711 -0.047 -0.242 -0.202 -0.57
O 4.44886 1.57470 5.92473 0.773 -0.838 -0.332 -0.36
C 3.79723 2.53686 6.72294 -0.197 0.177 0.555 -0.63
H 3.76897 0.72119 1.93798 -0.389 -0.139 0.100 0.22
H 3.59512 -0.95928 1.36804 0.018 0.153 -0.169 -0.15
H 5.17232 -0.21906 1.65402 0.142 -0.345 0.306 0.49
H 4.62712 -1.75183 3.46477 -0.146 -0.104 0.448 0.25
H 2.97295 -1.08092 3.67418 -0.007 0.045 0.083 0.27
H 4.43168 2.63101 7.60356 0.109 0.244 -0.159 0.23
H 2.82487 2.21629 7.10070 -0.084 -0.110 -0.457 0.30
H 3.71957 3.48658 6.19555 -0.101 -0.015 0.030 0.28
O -0.38888 -2.22261 -3.40572 -0.309 -0.053 -0.914 -0.53
C -1.12141 -2.66165 -2.58309 0.949 0.476 1.613 0.38
O -2.44022 -2.52091 -2.49016 -1.300 0.308 -0.586 -0.33
C -2.92786 -2.86149 -1.18628 0.480 0.055 0.787 0.19
C -1.70452 -3.57567 -0.60780 -0.993 -1.070 1.246 0.11
O -0.63786 -3.23754 -1.44985 0.130 -0.123 -0.383 0.01
H -3.22654 -2.00425 -0.57770 0.438 0.556 -0.520 -0.28
H -3.83930 -3.45529 -1.19689 0.245 -0.389 -0.650 0.38
H -1.90524 -4.65135 -0.58652 0.394 -0.097 -0.375 0.21
H -1.46724 -3.33997 0.42934 0.004 0.408 -0.109 -0.12
O 4.79002 0.30917 -1.26974 0.133 0.130 -0.210 -0.58
C 4.25578 -0.10734 -2.24932 0.804 -0.500 -0.552 0.34
O 2.96276 -0.38156 -2.33283 -1.610 -0.327 0.449 0.19
C 2.61011 -0.68176 -3.67818 0.034 -0.014 -0.987 0.19
C 3.93581 -1.10171 -4.27714 -0.405 0.438 -0.093 -0.43
O 4.86659 -0.43305 -3.42844 0.406 0.407 0.462 -0.44
H 1.84165 -1.43376 -3.85094 -0.094 -0.059 0.922 0.06
H 2.26468 0.23361 -4.16119 -0.016 0.149 0.147 -0.03
H 3.94334 -0.70037 -5.29018 0.666 -0.197 -0.024 0.37
H 4.13843 -2.17232 -4.24988 -0.040 0.014 -0.010 0.30
O -3.17154 2.28603 0.95351 0.326 0.300 -0.330 -0.47
C -3.61118 1.41483 1.61858 -0.093 -0.642 0.512 0.35
O -3.64093 0.09754 1.26471 -0.192 0.340 -0.522 -0.01
C -4.46306 -0.62446 2.16101 0.730 -0.703 1.151 -0.04
C -4.64989 0.32768 3.34353 -0.121 0.684 -0.283 -0.38
O -4.10994 1.56198 2.85914 -0.291 0.349 -0.270 -0.41
H -5.40074 -0.95633 1.72010 0.068 0.221 -0.286 0.31
H -3.89307 -1.48497 2.52015 -0.133 -0.196 -0.364 0.02
H -4.06782 0.11065 4.23763 -0.275 -0.409 0.000 0.27
H -5.70965 0.47763 3.54610 0.129 0.024 0.353 0.28
Cl 0.70317 -0.83708 1.47227 -0.284 -0.158 0.083 0.10
C 0.07668 -0.08018 -0.01636 0.237 -0.696 -0.805 0.70
C 0.83034 1.19084 -0.21851 0.023 1.382 0.331 1.11
Cl 0.33214 1.93598 -1.79603 0.316 -0.242 0.571 -0.14
H -1.00816 -0.01238 0.03696 0.051 0.465 0.300 -0.34
H 0.28576 -0.71887 -0.87822 0.164 -0.286 0.282 -0.38
H 1.91441 1.09706 -0.16012 -0.027 -0.554 -0.657 0.03
H 0.65042 1.91732 0.57450 -0.545 0.024 -0.189 -0.66
```
Positions in Å, forces in eV/Å.

Output
SMILES: CCOC(=O)OC.CCOC(=O)OC.CCOC(=O)OC.CCOC(=O)OC.CCOC(=O)OC.CCOC(=O)OC.O=C1OCCO1.O=C1OCCO1.O=C1OCCO1.ClCCCl
F_max: 2.142 eV Å⁻¹
Energy relative to the best compared isomer or geometry (same formula, charge and spin): 0.0 kJ/mol
HOMO-LUMO gap: 10.711 eV
E: -117660.7668 eV

=====

> Which value of E does entry 1 give?

-141464.3661 eV